# C11H32EuN4O5

A molecular structure, C11H32EuN4O5 at a distorted geometry (wB97M-V/def2-TZVPD, OMol25).

Computed properties:
largest force on an atom = 3.78 eV/A
2S+1 = 8
lowest unoccupied orbital energy (alpha / beta) = 0.005 / 0.005 hartree
total energy = -1743.66577 hartree

Element x y z (Å)
O (4.12061, -0.44634, -1.81177)
H (4.33653, 0.44166, -2.13874)
Eu (0.47715, 0.10041, -0.01449)
N (-1.80672, -0.15595, -1.13083)
N (0.38786, -0.63118, -2.38795)
O (-3.05751, -0.00896, -0.45811)
O (1.48373, -1.26405, -2.71476)
C (-1.93446, -0.41494, -2.44438)
C (-0.72931, -0.79732, -3.12799)
C (-3.26042, -0.41293, -3.13941)
C (-0.74691, -1.39952, -4.49020)
H (-3.86541, 0.46463, -2.86859)
H (-3.83364, -1.33613, -2.94029)
H (-3.09458, -0.36678, -4.22268)
H (0.25114, -1.75865, -4.75543)
H (-1.08111, -0.66925, -5.23987)
H (-1.45067, -2.24309, -4.53363)
H (-3.67567, -0.44282, -1.09151)
H (3.28952, -0.68410, -2.28394)
O (1.24867, -2.29288, -0.26603)
H (1.08959, -3.22641, -0.05052)
H (1.48418, -2.25124, -1.23834)
C (0.06737, 2.15857, -0.45241)
H (0.07669, 2.85414, 0.39837)
H (-0.89084, 2.27725, -0.99712)
H (0.88743, 2.43226, -1.14550)
O (-3.74142, 2.54193, -1.24090)
H (-3.65730, 1.67981, -0.77010)
H (-4.34349, 3.07879, -0.69918)
C (-1.36291, -0.94752, 2.40222)
N (-0.58686, 0.30982, 2.33745)
C (-1.48061, 1.47841, 2.42738)
C (0.43891, 0.36488, 3.41096)
C (1.66167, -0.50093, 3.09663)
N (2.32386, -0.10571, 1.83091)
C (2.85148, 1.27083, 1.86971)
C (3.40670, -1.05349, 1.50956)
H (-2.10409, -0.95669, 1.58835)
H (-1.88906, -1.01953, 3.37472)
H (-0.69280, -1.81730, 2.29730)
H (-2.03038, 1.47365, 3.38643)
H (-0.87703, 2.39367, 2.35698)
H (-2.19488, 1.45876, 1.59458)
H (0.73925, 1.41171, 3.55923)
H (-0.01582, -0.00152, 4.35083)
H (2.38601, -0.39873, 3.92738)
H (1.38126, -1.56290, 3.01499)
H (3.54233, 1.39215, 2.72692)
H (3.40411, 1.46569, 0.93600)
H (2.03846, 2.00855, 1.95610)
H (3.00837, -2.07645, 1.53527)
H (3.80720, -0.85043, 0.50449)
H (4.21382, -0.96389, 2.26192)

Atomic partial charges in e from the Mulliken method, atoms 1 to 4: O -0.68; H 0.29; Eu 1.11; N -0.06

***

# C11H32FeN2O5P2

A molecular structure, C11H32FeN2O5P2 at a distorted geometry (wB97M-V/def2-TZVPD, OMol25).

Computed properties:
largest force on an atom = 3.05 eV/A
net charge = +1
2S+1 = 6
lowest unoccupied orbital energy (alpha / beta) = -0.076 / -0.124 hartree
total energy = -2870.06768 hartree
relative energy (zero: lowest compared OMol25 entry of this formula, charge and spin) = 0.0 kcal/mol

Element x y z (Å)
O (0.72056, 1.20592, -3.03473)
H (1.12674, 1.71116, -3.75727)
Fe (-0.06084, -0.20914, -0.44174)
N (1.31814, -0.21416, 1.00634)
N (0.34191, 1.71707, -0.21568)
O (1.66311, -1.30985, 1.85348)
O (-0.11979, 2.73085, -1.06533)
C (1.85530, 0.96913, 1.34317)
C (1.29659, 2.08091, 0.64486)
C (2.97670, 1.09138, 2.31537)
C (1.74390, 3.48214, 0.79219)
H (3.54443, 0.15194, 2.43416)
H (2.61943, 1.44351, 3.30073)
H (3.68498, 1.84387, 1.93902)
H (1.36612, 4.08154, -0.04123)
H (2.83964, 3.54506, 0.81009)
H (1.32894, 3.87277, 1.72765)
H (1.91453, -0.87296, 2.69952)
H (0.03964, 2.29661, -1.96069)
O (-1.04100, 3.37030, 2.25534)
H (-1.09665, 3.60108, 3.20712)
H (-1.45923, 4.11795, 1.77650)
C (1.78206, 0.45175, -2.29218)
H (1.39508, -0.49946, -1.83271)
H (2.19553, 1.13183, -1.53838)
H (2.58541, 0.19863, -3.00649)
O (4.00637, -2.63330, 1.20579)
H (3.12605, -2.19809, 1.35472)
H (3.79262, -3.46739, 0.75465)
C (-0.87165, -3.32128, -1.33866)
P (-0.96066, -1.58577, -1.86430)
C (-0.49615, -1.47419, -3.59549)
C (-2.78227, -1.28900, -1.77960)
C (-3.26247, -0.93509, -0.36675)
P (-1.84591, -0.55980, 0.77909)
C (-2.55910, 0.75859, 1.80060)
C (-1.72153, -1.95987, 1.95744)
H (0.06463, -3.49668, -0.79714)
H (-1.70555, -3.58954, -0.67896)
H (-0.90362, -3.92884, -2.24881)
H (-1.36200, -1.74067, -4.21818)
H (-0.18833, -0.43570, -3.79163)
H (0.34683, -2.15415, -3.79275)
H (-2.99225, -0.46109, -2.47420)
H (-3.27093, -2.19383, -2.17622)
H (-3.87440, -0.02222, -0.37834)
H (-3.86867, -1.73326, 0.08177)
H (-2.89705, 0.35527, 2.77072)
H (-1.81840, 1.55823, 1.97143)
H (-3.43133, 1.19101, 1.28310)
H (-2.27657, -2.83834, 1.59083)
H (-0.65927, -2.21533, 2.11768)
H (-2.14958, -1.61945, 2.91410)

Atomic partial charges in e from the natural (NBO) method, atoms 1 to 4: O -0.78; H 0.51; Fe 1.09; N -0.41

***

# C11H32O5

5 unconnected molecules or ions with the total composition C11H32O5 at a distorted geometry (wB97M-V/def2-TZVPD, OMol25).

Computed properties:
largest force on an atom = 2.62 eV/A
lowest unoccupied orbital energy = 0.015 hartree
total energy = -814.37443 hartree
structure (SMILES) = CC(C)O.CC(C)O.CC(C)O.CO.CO
relative energy (zero: lowest compared OMol25 entry of this formula, charge and spin) = 49.2 kcal/mol

Element x y z (Å)
C (-7.98860, 3.97845, 24.10379)
O (-7.47440, 3.93786, 22.83245)
H (-8.22984, 2.98537, 24.48286)
H (-7.21524, 4.26188, 24.81771)
H (-8.81122, 4.68590, 24.20824)
H (-6.98263, 3.11769, 22.74830)
C (-0.95285, -1.21748, 27.19429)
O (-0.57783, -0.43657, 28.26438)
H (-0.44074, -0.92369, 26.27802)
H (-0.77683, -2.28368, 27.33694)
H (-2.01413, -1.02469, 27.03736)
H (-0.45755, 0.47020, 27.97302)
C (0.52854, -0.59233, 16.95476)
C (0.93849, 0.82645, 16.93332)
C (0.27370, 1.80095, 15.94603)
O (0.57502, 1.43488, 18.18218)
H (-0.51101, -0.70949, 16.64862)
H (0.77719, -1.20979, 17.81791)
H (0.88849, -1.14137, 16.08464)
H (2.01291, 0.85865, 16.75251)
H (0.06672, 1.52709, 14.91150)
H (0.73090, 2.77968, 15.80066)
H (-0.74335, 2.02342, 16.26886)
H (0.41829, 2.35877, 17.97372)
C (-9.01241, -5.20681, 16.46283)
C (-7.75899, -5.32739, 15.63000)
C (-6.62110, -4.33330, 15.98943)
O (-7.34615, -6.68603, 15.45594)
H (-8.84698, -5.62350, 17.45636)
H (-9.83036, -5.68004, 15.91960)
H (-9.16384, -4.13546, 16.59470)
H (-8.09243, -5.12767, 14.61165)
H (-6.43432, -4.45988, 17.05583)
H (-6.81728, -3.26352, 15.91745)
H (-5.74542, -4.44092, 15.34936)
H (-6.52102, -6.50021, 15.00180)
C (-4.57509, -2.00591, 22.38668)
C (-4.62609, -1.19594, 21.01758)
C (-6.09111, -1.04859, 20.57788)
O (-4.25092, 0.18396, 21.12693)
H (-4.93224, -3.03197, 22.29865)
H (-5.37423, -1.58118, 22.99419)
H (-3.59928, -1.87113, 22.85328)
H (-3.99741, -1.61677, 20.23287)
H (-6.49794, -1.98766, 20.20271)
H (-6.20669, -0.35333, 19.74641)
H (-6.71571, -0.58886, 21.34378)
H (-3.41620, 0.27826, 20.66223)

Atomic partial charges in e from the natural (NBO) method, atoms 1 to 4: C -0.24; O -0.71; H 0.16; H 0.15

***

# C11H33AsF6O5

A molecular structure, C11H33AsF6O5 at a distorted geometry (wB97M-V/def2-TZVPD, OMol25).

Computed properties:
largest force on an atom = 2.61 eV/A
lowest unoccupied orbital energy = -0.004 hartree
total energy = -3650.13872 hartree
relative energy (zero: lowest compared OMol25 entry of this formula, charge and spin) = 0.0 kcal/mol

Element x y z (Å)
O (0.19651, -0.40471, -0.03965)
H (-0.58953, 0.13306, -0.16023)
H (0.88998, -0.05861, -0.60615)
H (0.05268, -1.33851, -0.20977)
As (0.74131, 4.00481, 1.14088)
F (1.03582, 5.48979, 2.09419)
F (2.36427, 4.16241, 0.35415)
F (0.31094, 2.45135, 0.21873)
F (-0.80835, 3.90831, 1.98451)
F (-0.00721, 4.94636, -0.17602)
F (1.50334, 3.02322, 2.43506)
C (-1.30090, 0.40681, -2.80638)
C (-2.53603, 0.79398, -2.02010)
O (-2.29720, 0.60506, -0.61885)
H (-1.48781, 0.57802, -3.86650)
H (-1.07873, -0.64412, -2.62121)
H (-0.48097, 1.00336, -2.40644)
H (-3.41070, 0.20710, -2.30051)
H (-2.85241, 1.82474, -2.17990)
H (-3.03536, 0.92723, -0.09643)
C (-1.92752, -3.54701, -2.34344)
C (-0.99224, -3.73224, -1.09907)
C (-0.26318, -5.03941, -1.02927)
O (0.03487, -2.81290, -1.01838)
H (-2.44190, -2.58751, -2.28965)
H (-2.60349, -4.35915, -2.61101)
H (-1.24875, -3.45517, -3.19134)
H (-1.58754, -3.70125, -0.18651)
H (0.45061, -5.05784, -0.20571)
H (0.32778, -5.24139, -1.92262)
H (-0.92993, -5.89542, -0.92539)
H (0.77134, -3.13313, -1.54439)
C (-2.74658, 1.09429, 3.97789)
C (-1.44151, 0.77646, 3.29183)
C (-0.20137, 0.40846, 4.13361)
O (-1.70991, -0.31262, 2.39784)
H (-3.54206, 1.38054, 3.28987)
H (-2.49464, 1.90038, 4.66696)
H (-3.11086, 0.22665, 4.52797)
H (-1.16383, 1.61428, 2.65226)
H (0.18627, 1.20045, 4.77437)
H (0.52191, 0.11994, 3.37091)
H (-0.43222, -0.46981, 4.73648)
H (-2.54826, -0.12454, 1.96958)
C (3.18142, 0.67199, 0.24179)
C (3.18483, 0.98696, -1.26197)
C (4.45201, 0.58167, -2.00375)
O (2.07554, 0.31286, -1.80706)
H (3.98303, 1.21443, 0.74308)
H (3.25596, -0.39671, 0.44288)
H (2.31539, 1.05439, 0.78203)
H (3.06049, 2.06554, -1.35840)
H (4.91883, -0.33315, -1.63865)
H (5.19056, 1.37682, -1.90191)
H (4.32619, 0.54082, -3.08569)
H (1.93910, 0.65265, -2.69449)

Atomic partial charges in e from the natural (NBO) method, atoms 1 to 4: O -0.79; H 0.57; H 0.55; H 0.55

***

# C11H35AgN8O6

A molecular structure, C11H35AgN8O6 at a distorted geometry (wB97M-V/def2-TZVPD, OMol25).

Computed properties:
largest force on an atom = 4.25 eV/A
lowest unoccupied orbital energy = 0.001 hartree
total energy = -1476.57530 hartree

Element x y z (Å)
Ag (0.13364, 1.46106, 0.00631)
O (0.66022, 3.66185, -0.83408)
H (0.37168, 3.08040, -1.56428)
C (2.28481, 0.79089, -2.99470)
O (3.46149, 1.15898, -2.98819)
N (1.92347, -0.42731, -3.35423)
N (1.27136, 1.50532, -2.56575)
H (0.97195, -0.76129, -3.29798)
H (2.62203, -1.08636, -3.66690)
H (1.40923, 2.45191, -2.24162)
H (0.30456, 1.21561, -2.60416)
C (-1.50438, 2.29992, 2.98211)
O (-0.46120, 2.24903, 2.34207)
N (-2.39722, 3.28136, 2.79731)
N (-2.00463, 1.30693, 3.72558)
H (-2.06283, 4.08306, 2.28198)
H (-3.06364, 3.36923, 3.55114)
H (-2.99099, 1.31849, 3.94252)
H (-1.47617, 0.44638, 3.74279)
C (-2.59734, 2.27814, -1.39025)
O (-1.83185, 1.48420, -1.90168)
N (-2.11930, 3.38633, -0.95093)
N (-3.93394, 2.19412, -1.32419)
H (-1.13884, 3.62875, -0.94496)
H (-2.73726, 4.02034, -0.46485)
H (-4.27337, 1.49399, -1.96818)
H (-4.51040, 2.80283, -0.76094)
C (4.04059, -1.29003, 1.22834)
C (2.54339, -0.82620, 1.28533)
C (2.14862, -0.60521, 2.71503)
O (2.18897, -1.74341, 3.50238)
C (1.21671, -2.70235, 3.31017)
N (2.40125, 0.41114, 0.55035)
H (4.59857, -0.59508, 1.85587)
H (4.42928, -1.34691, 0.21159)
H (4.12824, -2.30055, 1.62743)
H (1.83585, -1.55723, 0.89409)
H (1.24415, -0.02449, 2.89614)
H (2.83567, 0.05301, 3.24682)
H (0.28113, -2.18149, 3.51388)
H (1.39576, -3.53995, 3.98430)
H (1.14930, -2.99929, 2.26357)
H (3.12143, 1.07806, 0.78839)
H (2.61222, 0.29467, -0.43048)
C (-0.60006, -3.45888, -2.70311)
C (-1.09631, -2.22314, -1.96693)
C (-0.27009, -1.94252, -0.62174)
O (-0.69949, -0.78208, 0.06657)
C (-2.02638, -0.88123, 0.66762)
N (-0.82755, -1.12088, -2.93332)
H (-1.20196, -3.40211, -3.61008)
H (-0.85949, -4.40742, -2.23294)
H (0.42892, -3.37832, -3.05356)
H (-2.15908, -2.34600, -1.75833)
H (0.76995, -1.79599, -0.91318)
H (-0.38995, -2.80199, 0.03784)
H (-2.78061, -0.99224, -0.11143)
H (-2.12172, 0.03904, 1.24392)
H (-2.24089, -1.72977, 1.31729)
H (-1.28592, -1.39369, -3.79097)
H (-1.12135, -0.20178, -2.63494)

Atomic partial charges in e from the natural (NBO) method, atoms 1 to 4: Ag 0.88; O -1.23; H 0.36; C 0.75

***

# C11H36O7

7 unconnected molecules or ions with the total composition C11H36O7 at a distorted geometry (wB97M-V/def2-TZVPD, OMol25).

Computed properties:
largest force on an atom = 3.36 eV/A
lowest unoccupied orbital energy = 0.012 hartree
total energy = -967.20359 hartree
structure (SMILES) = CCO.CCO.CCO.CCO.CO.CO.CO
relative energy (zero: lowest compared OMol25 entry of this formula, charge and spin) = 68.4 kcal/mol

Element x y z (Å)
C (-5.18203, 1.69890, 0.48786)
C (-4.25525, 1.95361, 1.68085)
O (-3.76540, 3.25461, 1.58910)
H (-5.94822, 2.47302, 0.53037)
H (-5.72584, 0.75650, 0.55311)
H (-4.72699, 1.67817, -0.50239)
H (-3.53262, 1.14461, 1.57399)
H (-4.73534, 1.87891, 2.65658)
H (-3.00974, 3.31222, 2.17840)
C (-1.02530, 2.38278, -3.39229)
C (-0.20047, 2.26661, -4.64839)
O (0.76469, 1.28990, -4.68106)
H (-0.43532, 2.55112, -2.49136)
H (-1.43007, 1.38319, -3.23388)
H (-1.91534, 3.01155, -3.36769)
H (0.12504, 3.30063, -4.76221)
H (-0.91004, 2.10512, -5.45990)
H (0.94681, 1.03199, -5.58765)
C (1.58179, -0.29935, 0.77959)
C (1.42188, -1.48606, -0.16602)
O (2.39735, -1.51361, -1.14065)
H (1.49851, 0.63753, 0.22878)
H (2.53320, -0.38431, 1.30466)
H (0.83817, -0.19516, 1.56969)
H (0.42166, -1.49479, -0.59914)
H (1.55886, -2.44815, 0.32765)
H (2.12266, -0.95154, -1.86881)
C (-4.11232, -2.54921, 4.31686)
C (-2.69152, -2.24563, 4.64168)
O (-2.66827, -1.14385, 5.52488)
H (-4.58233, -3.09858, 5.13258)
H (-4.08782, -3.14641, 3.40535)
H (-4.72770, -1.67637, 4.09877)
H (-2.04665, -2.10740, 3.77384)
H (-2.41993, -3.09057, 5.27446)
H (-1.91515, -1.21107, 6.11641)
C (0.78971, 4.95422, 3.41053)
O (0.02765, 4.07166, 4.17511)
H (0.24205, 5.44184, 2.60406)
H (1.23442, 5.71788, 4.04861)
H (1.53062, 4.21741, 3.10024)
H (0.55876, 3.80009, 4.92729)
C (7.06987, 0.34103, -1.43395)
O (6.65814, -1.00231, -1.69095)
H (6.82955, 0.71839, -0.43999)
H (8.12678, 0.42170, -1.68799)
H (6.53297, 0.99126, -2.12462)
H (5.71209, -1.00354, -1.52794)
C (2.60192, -5.94760, -4.84392)
O (2.43277, -7.34761, -4.63328)
H (1.81148, -5.33462, -4.41083)
H (3.51234, -5.52464, -4.41930)
H (2.58100, -5.92496, -5.93349)
H (1.58695, -7.65915, -4.96362)

Atomic partial charges in e from the natural (NBO) method, atoms 1 to 4: C -0.63; C -0.06; O -0.72; H 0.21